{"formula": "C44H116N12O15", "method": "the ωB97M-V functional and the def2-TZVPD basis", "elements": ["H", "H", "H", "N", "N", "O", "H", "O", "C", "H", "N", "H", "C", "H", "O", "H", "H", "H", "H", "H", "H", "H", "H", "C", "C", "C", "C", "H", "H", "N", "H", "H", "C", "H", "C", "H", "C", "H", "H", "H", "N", "C", "H", "H", "C", "H", "H", "H", "H", "H", "H", "H", "N", "C", "H", "H", "H", "H", "H", "C", "H", "H", "C", "C", "C", "H", "N", "H", "H", "H", "O", "H", "N", "C", "H", "H", "H", "C", "H", "H", "H", "H", "C", "H", "H", "H", "H", "O", "C", "C", "N", "N", "C", "O", "C", "H", "H", "H", "H", "O", "H", "H", "C", "C", "C", "O", "H", "H", "H", "H", "C", "H", "C", "H", "O", "H", "H", "H", "H", "H", "O", "H", "H", "H", "H", "H", "H", "H", "H", "C", "C", "C", "H", "C", "H", "N", "C", "H", "O", "C", "H", "H", "C", "H", "C", "C", "H", "C", "H", "H", "H", "H", "H", "H", "H", "C", "H", "H", "H", "H", "H", "H", "H", "H", "H", "O", "C", "H", "H", "O", "H", "H", "H", "H", "H", "N", "C", "C", "O", "O", "H", "H", "H", "H", "C", "H", "C"], "coordinates": [[-1.756, -7.463, 0.877], [-0.898, 0.592, 6.050], [-4.398, 3.779, -1.625], [-3.161, 3.091, -3.187], [-0.720, -1.263, 2.121], [-2.592, -4.861, 2.837], [-3.014, 2.936, -2.200], [-5.985, -1.998, -0.173], [-1.707, -6.873, 1.792], [-0.260, -7.464, 3.739], [1.977, 0.428, 0.404], [8.644, -0.474, 0.444], [-0.046, -1.823, 3.280], [-1.938, -0.303, -5.628], [-4.281, 2.812, -0.170], [0.666, -7.956, 2.347], [1.721, -2.999, -4.270], [-6.564, 0.034, -4.416], [-3.542, 6.775, -0.832], [3.192, -3.201, 1.283], [-6.649, -1.114, -2.387], [2.170, -0.266, 1.112], [0.886, 0.835, 5.758], [2.474, 1.782, 2.376], [1.680, 2.642, -4.227], [6.185, -3.595, -0.444], [-1.956, 0.617, 0.996], [0.273, 2.420, -6.589], [-1.961, -7.527, 2.626], [0.247, 3.312, -6.115], [0.027, -1.428, -3.510], [-1.424, 3.563, 6.265], [-1.095, 1.256, -1.184], [-2.367, -5.380, 0.831], [-1.021, -2.958, -1.369], [5.575, -2.756, -0.109], [0.618, -1.991, -2.789], [3.988, -1.307, -1.996], [-2.591, 2.594, -3.856], [5.445, -4.829, 1.222], [-6.319, 2.740, 0.646], [7.546, -3.128, -1.068], [2.409, 2.554, -1.013], [1.781, 2.547, -3.146], [-1.455, 3.075, 5.291], [-0.772, 4.760, 4.184], [3.622, -1.835, -4.286], [-3.279, 5.484, 1.654], [-2.102, 1.552, -1.480], [-0.730, 0.779, 2.707], [3.864, 4.007, 4.460], [-4.226, -0.665, -1.794], [-5.858, -1.221, -3.006], [-4.378, 0.012, -4.750], [-3.959, -2.031, -2.916], [-0.818, 0.383, -1.775], [-1.010, 4.943, -4.223], [0.615, 5.414, -4.235], [1.042, -3.415, 2.184], [6.379, -4.395, 0.866], [-0.591, 3.757, -6.461], [-5.886, -0.826, 1.616], [3.495, -2.537, 2.093], [-5.646, -0.026, -3.832], [-1.406, -0.005, 2.365], [7.537, -2.766, -2.096], [-1.878, 3.522, 2.863], [1.449, 2.123, 2.517], [8.150, -4.017, -1.252], [2.944, -6.659, 5.910], [-3.156, 0.155, -3.971], [7.109, 0.462, -3.180], [-0.377, -6.208, 2.025], [-2.974, 7.320, -0.078], [-4.045, -3.439, 2.063], [2.605, 0.886, 2.984], [0.891, -1.260, -2.028], [0.384, -7.089, 2.944], [-2.650, 1.422, 1.240], [2.083, 3.718, 4.138], [-0.666, -5.338, 2.448], [-0.076, -0.984, 1.394], [-5.345, -1.033, 0.693], [-6.884, 2.900, 1.468], [1.135, 2.901, 0.156], [6.959, -0.785, 0.542], [-4.436, 0.705, -5.588], [0.077, -3.124, -2.207], [1.993, -2.479, -3.351], [-1.975, 0.351, -4.756], [-4.708, 3.455, 1.899], [5.438, -4.407, -1.421], [1.257, -2.545, 2.804], [1.291, -5.918, 4.910], [-3.047, -3.540, 2.489], [3.771, -3.116, 2.974], [-0.295, 4.466, 1.836], [-4.461, -0.976, -5.204], [-1.844, 1.384, -5.077], [5.545, -0.591, -3.951], [-2.043, 6.384, 2.514], [-5.227, -0.104, 0.135], [-1.646, 4.109, 4.180], [-0.057, 1.287, 6.067], [-0.154, 5.495, -1.784], [-0.856, 1.111, 0.199], [-1.483, 2.595, 2.794], [5.148, -3.786, -2.162], [0.010, 5.181, -0.753], [-3.688, 7.681, 0.662], [1.697, -6.459, 3.634], [2.437, -3.245, -2.715], [6.798, 0.020, -4.126], [-2.322, 2.430, 5.437], [0.145, 4.362, -2.583], [-0.840, -2.450, -0.422], [-0.472, 2.045, -1.605], [7.103, -5.208, 0.808], [2.139, -5.299, 6.718], [-1.138, 5.932, -1.954], [8.271, -2.226, -0.324], [7.583, -0.309, -1.010], [3.804, 1.368, 0.805], [-2.489, 4.769, 4.383], [-5.552, 0.922, -3.301], [-0.580, -2.529, 3.916], [-2.315, -3.088, 1.820], [4.335, 1.046, -3.986], [-3.766, 3.611, 2.228], [0.314, 3.247, -4.621], [-4.667, -1.560, -2.234], [-5.079, -2.537, -1.104], [3.186, -5.142, 5.186], [2.443, -5.704, 5.753], [5.168, 0.928, -2.539], [2.876, -1.397, -3.764], [-4.158, 3.826, -3.543], [1.903, 1.750, -4.813], [-1.914, 6.449, 0.478], [7.815, -0.898, -0.123], [2.836, 0.000, -2.042], [2.367, -7.312, 3.743], [3.477, -0.620, -2.669], [-5.445, 3.543, 2.584], [-2.723, -5.791, 1.776], [2.732, 1.554, 0.875], [-2.753, 0.009, 0.566], [-2.213, 5.712, 1.673], [-5.477, -3.425, -1.595], [1.003, 0.615, 0.597], [-2.537, 8.239, -0.469], [6.708, 0.678, -4.991], [4.594, -4.740, -0.977], [-1.377, -3.943, -1.068], [-0.405, 2.530, -4.224], [-1.377, 4.336, 1.812], [-4.182, -2.910, -0.610], [6.769, -3.631, 1.539], [-2.208, -0.231, 3.068], [-6.656, 2.584, -0.293], [2.465, 3.349, -4.498], [-1.044, 0.106, -4.244], [2.992, 2.553, 4.967], [7.650, -0.595, -4.417], [-4.444, -1.581, 0.968], [2.312, -1.747, 2.297], [2.206, 2.727, 0.044], [-3.723, -6.154, 1.542], [-0.007, 1.749, 7.053], [-0.345, 2.258, 5.072], [0.310, -0.988, 3.884], [-1.793, -2.315, -1.791], [1.656, -2.886, 3.760], [0.476, 6.368, -1.956], [4.248, -1.776, 1.889], [-4.812, 4.183, -2.453], [-5.035, 3.024, 0.720], [3.088, 3.296, 4.176], [3.361, 2.817, 2.867], [-4.297, 4.176, -4.706], [2.532, 3.745, 0.256], [-5.688, 4.677, -2.537], [-1.459, 3.788, 0.873], [-3.162, -2.876, 3.346], [-0.023, 4.585, -3.931], [2.084, -5.647, 3.018], [4.627, 0.300, -3.248]], "atomic_forces_ev_per_a": [[0.1, 0.1, -0.1], [0.2, -0.6, 0.3], [-1.3, 0.4, 0.6], [4.1, -3.0, 1.1], [-0.8, 0.4, -0.5], [-1.1, 0.2, 0.1], [0.3, -0.4, -0.5], [-0.8, 0.3, 0.5], [0.9, -0.2, 1.8], [0.1, 0.0, 0.4], [0.3, -1.1, 0.6], [0.0, 0.4, -0.3], [2.5, 0.8, -1.8], [-0.4, 0.0, -0.3], [3.1, -0.6, -3.0], [0.3, 0.0, 0.0], [0.2, -0.3, -0.2], [0.3, 0.3, -0.5], [0.2, 0.0, -0.2], [1.0, -0.2, -0.3], [-0.1, 0.3, 0.0], [0.1, -0.9, -0.3], [-0.2, -0.1, 0.3], [0.6, 1.3, 0.4], [0.1, 1.4, -0.3], [0.1, -0.8, 0.0], [-0.5, 0.1, 1.7], [0.2, -0.3, 0.4], [0.3, -0.5, 0.2], [0.0, 0.7, 0.7], [-0.3, -0.6, -0.4], [0.5, 0.5, 0.2], [0.2, 0.3, -1.1], [-0.5, 1.4, -0.3], [-0.5, 0.4, 0.7], [0.1, 0.6, -0.3], [2.7, 0.4, 0.8], [0.2, -0.1, 0.5], [-0.3, 0.4, 0.3], [-0.1, 0.3, 0.1], [-2.7, -0.6, -0.8], [-1.0, -0.8, -0.7], [-0.1, -0.1, 0.0], [-0.2, -0.6, -0.1], [-0.9, -0.2, 0.5], [0.4, 0.0, -0.1], [0.2, 0.3, -0.1], [0.0, -0.3, 0.1], [-0.3, -0.4, 0.7], [0.2, 0.0, 0.8], [-0.2, 0.1, -0.2], [0.4, 0.1, 0.0], [1.2, 0.2, -0.6], [-0.5, -1.7, 0.7], [0.2, 0.0, 0.3], [-0.2, -0.5, 0.3], [-0.6, -0.3, 0.3], [0.6, 0.0, -0.4], [-0.1, 0.0, -0.4], [0.6, 0.7, -0.6], [-0.2, 0.2, 0.2], [-0.5, -0.3, -0.3], [-1.4, 0.9, -0.1], [0.2, 1.0, -0.2], [-0.7, 0.2, -2.1], [-1.2, 0.4, -0.3], [-0.4, -0.2, 0.9], [-0.4, 0.0, 0.0], [0.2, -0.3, 0.8], [-0.1, -0.3, 0.3], [-0.1, 0.0, -0.7], [0.1, 0.7, -0.2], [-0.6, -1.4, 0.0], [0.7, -0.9, 1.0], [-0.2, -0.9, -0.4], [0.1, -0.3, -0.1], [-0.2, 0.3, 0.5], [1.1, 1.3, 0.1], [0.5, 0.9, 0.4], [-0.1, 0.7, 0.3], [0.5, 0.1, 0.6], [0.7, -0.8, 0.0], [-0.1, -1.2, -0.8], [-0.4, -0.1, -0.8], [-0.4, -0.9, 0.0], [-0.4, -0.5, 0.0], [-0.1, 0.6, 0.4], [-0.6, -0.8, -0.1], [-1.4, 0.6, -1.3], [-0.3, -0.3, -0.3], [0.5, 1.5, 3.6], [0.6, 0.4, 0.1], [-0.3, -0.2, 2.1], [0.9, -0.2, 0.0], [0.2, 0.1, -0.2], [0.0, 0.0, 0.2], [0.3, 0.7, 0.6], [0.9, -0.4, -0.3], [-0.3, 0.1, -0.3], [-0.1, -0.4, 1.0], [0.2, -0.1, 0.3], [0.6, 0.1, 0.2], [0.2, -0.5, 0.3], [-0.8, 0.7, -0.7], [0.3, 0.0, 0.2], [-1.2, -0.8, 0.7], [0.1, 0.0, 0.1], [-0.1, 0.0, -0.4], [-0.4, 0.2, -0.1], [0.0, -0.3, 0.5], [-2.9, -0.5, -0.2], [0.0, 0.2, 0.6], [0.1, 0.3, -0.4], [-0.6, -0.2, -0.5], [-0.5, 0.4, 1.3], [0.8, 0.2, 0.3], [0.3, 0.2, 0.5], [0.1, 0.0, -0.3], [0.0, 0.3, -0.4], [-0.5, -0.7, 0.1], [0.6, 0.6, 1.1], [0.3, -0.3, -0.4], [0.1, 0.1, -0.5], [-0.1, -0.1, 0.5], [-0.3, 0.2, 0.8], [-0.5, 0.0, -0.4], [-0.1, 0.1, -0.1], [-0.8, -0.1, -0.2], [0.5, -0.4, -0.1], [0.3, -0.7, -0.8], [-1.0, -0.5, 0.9], [1.0, 0.1, -1.1], [0.0, 0.7, 0.4], [-0.4, -0.9, -1.1], [0.0, -0.5, 0.8], [-0.5, 0.5, 0.5], [-0.2, 1.6, -2.3], [-0.2, -0.3, 0.4], [-0.5, 0.5, -0.3], [0.4, -0.3, 0.7], [-0.6, -0.2, -0.4], [0.5, 0.3, 0.2], [2.0, 0.7, -0.9], [0.4, 0.1, 0.0], [0.2, 0.8, -2.2], [-0.7, 1.6, 0.7], [1.0, -1.0, -1.0], [0.4, -0.4, -0.6], [-0.7, 0.1, 0.2], [-0.4, 0.4, -0.5], [0.4, -0.4, -0.2], [0.2, 0.9, 0.4], [-0.2, -0.1, 0.0], [-0.2, 0.0, -0.4], [-0.4, 0.0, 0.1], [-0.4, 1.6, -2.1], [0.3, 0.2, 0.3], [-0.1, -0.4, 0.6], [-0.2, 0.6, 0.0], [-0.5, -0.1, 0.5], [0.1, 0.2, -0.2], [-0.4, 0.0, 0.8], [0.4, -0.6, -0.1], [-0.6, -1.1, 0.1], [0.7, 0.9, 0.2], [-0.6, 0.1, 0.3], [0.4, 1.0, -0.3], [-0.3, 0.0, 0.7], [0.2, 0.0, 0.2], [1.0, 0.6, -0.7], [0.0, 0.1, 0.6], [-0.4, -0.3, -0.6], [0.0, -0.8, 0.2], [0.8, -0.1, -0.3], [0.3, -0.5, -0.4], [-2.1, 1.5, 0.8], [-0.8, -0.4, 1.2], [-0.8, -0.2, -0.7], [0.3, -0.7, 0.0], [-1.2, 0.2, -0.7], [0.9, -0.2, 0.3], [0.4, -0.1, 0.3], [-0.6, 0.0, -0.2], [0.6, -0.5, 0.6], [0.7, -0.2, -1.6], [0.4, -0.2, -0.2], [-0.2, -1.2, -1.0]], "lowdin_charge": [0.12, 0.09, 0.04, 0.19, -0.06, -0.17, 0.07, -0.19, -0.21, 0.10, 0.07, 0.09, -0.16, 0.10, 0.04, 0.11, 0.12, 0.12, 0.07, 0.09, 0.10, 0.03, 0.09, -0.17, -0.05, -0.42, -0.16, 0.06, 0.11, 0.05, 0.10, 0.12, -0.07, 0.10, -0.10, 0.10, -0.22, 0.10, 0.08, 0.06, 0.18, -0.21, 0.06, 0.05, -0.23, 0.12, 0.09, 0.09, 0.06, 0.09, 0.09, 0.10, -0.05, -0.17, 0.11, 0.07, 0.12, 0.13, 0.12, -0.06, 0.06, 0.09, -0.07, -0.19, -0.17, 0.12, -0.08, 0.11, 0.13, 0.08, -0.22, 0.07, -0.04, -0.06, 0.07, 0.12, 0.10, -0.17, 0.08, 0.07, 0.07, 0.08, -0.07, 0.11, 0.06, 0.07, 0.12, -0.16, -0.19, -0.10, 0.19, 0.04, -0.20, -0.22, -0.10, 0.08, 0.11, 0.11, 0.06, -0.22, 0.11, 0.07, -0.17, -0.08, -0.08, -0.20, 0.08, 0.05, 0.07, 0.08, -0.18, 0.11, -0.13, 0.12, -0.20, 0.07, 0.08, 0.08, 0.09, 0.08, -0.18, 0.07, 0.14, 0.12, 0.10, 0.12, 0.07, 0.11, 0.06, -0.40, -0.22, -0.22, 0.07, -0.10, 0.11, -0.05, -0.77, 0.07, -0.23, -0.08, 0.08, 0.11, -0.17, 0.11, -0.25, -0.40, 0.10, -0.16, 0.13, 0.03, 0.08, 0.09, 0.06, 0.08, 0.08, -0.19, 0.10, 0.08, 0.12, 0.12, 0.08, 0.06, 0.07, 0.08, 0.06, -0.25, -0.04, 0.13, 0.09, -0.22, 0.10, 0.08, 0.11, 0.09, 0.09, 0.17, -0.78, -0.11, -0.19, 0.01, 0.08, 0.12, 0.11, 0.08, -0.23, 0.10, -0.16], "homo_lumo_gap_ha": 0.3173, "energy_ev": -96092.17643, "fmax_ev_per_a": 5.2, "relative_energy_kcal_mol": 63.5, "homo_ha": -0.316}